1.
Here is a molecular structure, C34H28N9O5STa from the OMol25 dataset. Energies are from the ωB97M-V functional and the def2-TZVPD basis.

Atoms and positions in Å:
1 C 3.160 -2.893 -3.487
2 C 1.449 -3.720 -1.830
3 H 3.110 -1.843 -3.781
4 H 5.998 -0.625 3.894
5 H 7.126 -1.742 2.006
6 N -2.026 -4.967 -2.222
7 H -2.884 -2.738 -3.069
8 C 3.621 -0.848 -0.812
9 O 0.516 0.810 -0.135
10 C -3.290 3.068 -1.000
11 H -5.081 2.279 -0.530
12 H 1.575 1.456 4.752
13 C -2.348 -0.677 -2.846
14 C -2.977 4.441 -3.068
15 H -1.886 4.967 4.135
16 C 5.536 -1.367 0.638
17 H -0.030 -4.495 -0.484
18 O -4.331 0.481 1.355
19 N -1.834 0.073 -0.649
20 H -2.312 -5.809 -2.703
21 H -1.120 -4.353 -4.619
22 C 3.612 -0.162 1.544
23 C -0.735 -4.447 -2.510
24 N -2.532 -3.480 -0.463
25 C 1.724 0.295 0.025
26 H -1.820 -1.352 0.846
27 H 3.843 -2.980 -2.641
28 C 4.258 -0.107 2.785
29 C 4.257 -0.797 0.455
30 N -1.932 0.769 2.069
31 O -3.622 -5.461 -0.680
32 H 6.022 -1.846 -0.202
33 N 1.740 1.124 2.283
34 C 0.398 2.997 5.685
35 C 0.830 2.225 4.620
36 H -0.898 4.569 6.344
37 C 0.857 -3.676 -4.141
38 O -2.723 2.522 0.029
39 C -1.986 0.318 -1.959
40 H -2.476 -0.437 -3.891
41 H 3.779 0.384 3.618
42 C -1.133 4.203 4.254
43 H -2.885 -3.503 0.483
44 H 3.598 -3.439 -4.322
45 H -5.078 3.308 -1.942
46 N -4.586 2.887 -1.168
47 H -1.962 4.860 0.510
48 C 5.503 -0.672 2.934
49 C 2.376 -0.321 -1.046
50 C -2.481 3.836 -1.890
51 C -1.167 3.709 -1.489
52 H 1.895 -0.384 -2.012
53 N 0.620 1.734 2.180
54 N -0.268 3.326 -0.849
55 C 1.800 -3.431 -3.143
56 Ta -0.952 1.713 0.610
57 C 2.309 0.413 1.302
58 H 4.150 -1.332 -1.625
59 H 1.111 -3.487 -5.176
60 C 0.278 2.448 3.366
61 S -3.361 0.487 2.427
62 N -3.405 4.881 -4.040
63 C -1.862 4.775 1.585
64 C -2.558 -1.963 -2.391
65 H 0.815 2.830 6.668
66 C -2.783 -4.717 -1.116
67 O -1.163 3.529 1.877
68 C 0.202 -4.234 -1.507
69 C -0.569 3.974 5.504
70 H -2.838 4.757 2.063
71 H -1.793 1.319 -2.313
72 H -1.250 5.591 1.961
73 H 2.180 -3.585 -1.040
74 C -2.001 -1.177 -0.208
75 C 6.148 -1.307 1.861
76 C -0.691 3.429 3.201
77 C -0.398 -4.170 -3.832
78 C -2.369 -2.241 -1.033

## Properties
Energy above the lowest of the compared OMol25 structures with the same formula, charge and spin   0.0 kcal per mole
HOMO level   -13.209 eV
Net charge   +2
F_max   0.71 eV Å⁻¹
E_tot   -71735.89792 eV
HOMO-LUMO gap   5.454 eV

***

2.
Here is a molecular structure, C5H14NO2 at a distorted geometry from the OMol25 dataset. Energies are from the ωB97M-V functional and the def2-TZVPD basis.

Atoms and positions in Å:
1 C 0.440 0.173 0.033
2 H -3.373 0.730 -0.090
3 H 1.001 0.880 0.753
4 H 4.625 1.194 1.682
5 H -0.119 -0.624 0.879
6 H 1.273 -1.340 -1.395
7 H -4.297 -0.755 -0.267
8 H -3.618 -0.352 1.356
9 C -2.082 -0.829 0.172
10 H -0.594 1.226 -1.577
11 N -1.146 0.066 0.779
12 H 3.328 0.188 0.306
13 H -2.090 -1.972 0.440
14 H -0.018 2.239 -0.333
15 O 2.865 -0.363 -0.607
16 C -3.448 -0.296 0.303
17 C 1.501 -0.859 -0.456
18 H 1.692 -1.669 0.349
19 O 4.658 0.392 1.208
20 H 1.087 1.609 -1.659
21 C 0.166 1.387 -0.966
22 H -1.850 -1.025 -0.909

## Properties
Energy above the lowest of the compared OMol25 structures with the same formula, charge and spin   139.5 kcal per mole
HOMO level   -3.612 eV
Net charge   -1
F_max   6.05 eV Å⁻¹
E_tot   -10991.55590 eV
HOMO-LUMO gap   6.968 eV

***

3.
Here is a single C4H6N2 molecule from the OMol25 dataset. Energies are from the ωB97M-V functional and the def2-TZVPD basis.

Atoms and positions in Å:
1 N 1.759 1.178 0.279
2 H -1.814 -1.624 -0.592
3 H 0.475 -1.695 -0.658
4 H 2.744 -0.535 -0.353
5 H 0.728 2.509 1.419
6 C -1.847 -0.610 -0.166
7 C 1.807 -0.053 -0.110
8 N -0.548 -0.022 0.067
9 H -2.414 0.034 -0.847
10 C 0.499 -0.676 -0.252
11 C 1.019 2.137 0.438
12 H -2.408 -0.643 0.774

## Properties
Energy above the lowest of the compared OMol25 structures with the same formula, charge and spin   77.7 kcal per mole
HOMO level (spin up / spin down)   -8.014 / -8.014 eV
F_max   0.59 eV Å⁻¹
E_tot   -7222.22083 eV
HOMO-LUMO gap (spin up / spin down)   8.631 / 8.631 eV

***

4.
Here is a molecular structure, C37H59N5O2SSi3TeTi from the OMol25 dataset. Energies are from the ωB97M-V functional and the def2-TZVPD basis.

Atoms and positions in Å:
1 H 10.932 -0.335 0.058
2 H 0.595 1.862 2.518
3 C 1.735 -1.240 -1.768
4 H -1.128 1.549 2.774
5 C 1.177 3.186 -1.685
6 C 6.269 0.803 -0.245
7 C 5.901 4.314 -0.501
8 C -2.024 -2.472 -0.762
9 N -0.690 -1.285 2.322
10 H 5.956 7.468 2.632
11 H 10.206 -1.902 0.397
12 N -0.994 -1.309 0.970
13 H 1.517 2.499 -0.912
14 C 6.750 0.819 1.069
15 H 8.859 -0.799 -1.737
16 H -1.775 3.704 -4.260
17 H -2.435 1.628 -5.009
18 O -0.508 1.729 0.799
19 H -2.260 -0.107 -4.723
20 C 5.417 6.147 1.018
21 C -3.325 1.460 0.816
22 H -4.041 -0.446 -0.901
23 C 6.773 3.787 -1.608
24 H 10.405 -0.724 1.697
25 H 7.023 6.132 -0.393
26 H -2.853 4.384 -0.633
27 H -0.579 3.175 2.274
28 H -0.700 -1.163 -3.479
29 H 4.889 8.193 1.435
30 H 6.323 1.059 -3.099
31 C 7.027 0.190 -1.257
32 H 7.251 -0.442 -3.296
33 H 7.448 4.566 -1.963
34 C 0.487 -0.813 2.554
35 H 6.597 7.948 1.059
36 H -1.541 4.596 -2.753
37 H 1.271 0.830 -3.874
38 C 4.026 4.151 1.033
39 C 5.734 7.514 1.564
40 C -2.851 0.774 -4.472
41 C -1.847 -2.259 0.612
42 N 0.867 -0.681 3.887
43 N 1.547 0.055 -1.620
44 H -3.355 -4.168 -0.670
45 C -4.124 2.627 -2.565
46 H 3.239 -2.589 -2.450
47 C 8.016 0.294 1.331
48 N -1.328 -1.616 -1.577
49 H -3.183 0.391 0.989
50 H 2.612 3.859 2.617
51 H 0.359 -1.302 4.500
52 C 4.822 3.587 0.023
53 H -0.258 4.552 -3.964
54 C -2.034 4.039 0.002
55 H 1.924 -2.324 -3.593
56 O 1.118 -2.039 -0.976
57 H -3.924 -1.226 -2.474
58 C -0.406 2.100 2.167
59 H 8.389 0.317 2.351
60 H -4.280 1.605 0.309
61 C 10.159 -0.839 0.642
62 C 2.828 3.459 1.625
63 H 6.378 1.040 3.168
64 H 3.153 -1.054 -3.371
65 C -4.124 -0.278 -1.973
66 Ti 0.023 -0.245 -0.584
67 C 8.277 -0.331 -0.949
68 C -2.757 -3.735 -2.675
69 H 5.910 2.448 2.206
70 Si -0.225 2.433 -2.702
71 H -1.921 -3.020 -4.566
72 H -3.392 1.949 1.793
73 C 0.532 1.562 -4.194
74 H 1.866 -0.710 4.019
75 H 3.727 5.848 2.294
76 C 6.183 5.578 0.012
77 Si -1.853 2.167 -0.115
78 H 2.957 2.380 1.699
79 H -5.159 0.002 -2.193
80 H 6.163 3.441 -2.445
81 H -0.219 1.067 -4.812
82 H 2.024 3.409 -2.342
83 H -3.633 3.531 -2.922
84 C -1.299 -1.855 -2.894
85 C -2.784 -3.524 -1.327
86 C 6.522 0.075 -2.671
87 H 4.913 1.001 2.167
88 C -1.977 -2.884 -3.495
89 H 0.872 4.123 -1.210
90 C 2.577 -1.830 -2.870
91 Si -2.993 1.093 -2.612
92 H 7.373 2.938 -1.276
93 C -1.393 1.375 -1.686
94 C 8.797 -0.273 0.339
95 S 1.624 -0.263 1.355
96 H 5.583 -0.480 -2.716
97 H -3.324 -4.548 -3.111
98 H 1.032 2.310 -4.819
99 H -1.127 4.561 -0.307
100 H -2.300 -2.894 1.364
101 H -2.268 4.336 1.028
102 C 5.944 1.357 2.219
103 H 1.946 3.619 1.001
104 C 4.343 5.420 1.509
105 H -4.515 2.828 -1.565
106 C -1.046 3.959 -3.488
107 H -4.984 2.433 -3.213
108 Te 4.372 1.643 -0.726
109 H -3.865 0.605 -4.848

## Properties
<S²>   0.766
Energy above the lowest of the compared OMol25 structures with the same formula, charge and spin   7.9 kcal per mole
HOMO level (spin up / spin down)   -2.922 / -4.825 eV
Net charge   -1
2S+1   2
F_max   0.45 eV Å⁻¹
E_tot   -115756.80533 eV
HOMO-LUMO gap (spin up / spin down)   5.161 / 7.063 eV

***

5.
Here is a single C2H3N3O molecule at a distorted geometry from the OMol25 dataset. Energies are from the ωB97M-V functional and the def2-TZVPD basis.

Atoms and positions in Å:
1 O -1.021 0.664 -2.972
2 C -0.075 -0.090 -0.663
3 N 0.184 -0.664 -1.747
4 H -0.182 0.728 2.483
5 N -0.253 0.353 0.427
6 H 1.346 0.192 1.737
7 C 0.260 0.067 1.741
8 N -0.280 -0.281 -2.990
9 H 0.021 -0.971 1.983

## Properties
SMILES   CN=C=NN=O
Energy above the lowest of the compared OMol25 structures with the same formula, charge and spin   94.3 kcal per mole
HOMO level   -9.819 eV
F_max   1.02 eV Å⁻¹
E_tot   -8636.40621 eV
HOMO-LUMO gap   9.887 eV

***

6.
Here is a molecular structure, C3H2ClNO2S at a distorted geometry from the OMol25 dataset. Energies are from the ωB97M-V functional and the def2-TZVPD basis.

Atoms and positions in Å:
1 C -1.374 -0.618 0.827
2 C -0.613 -0.777 -0.516
3 C -0.070 0.626 -0.155
4 H -1.965 -1.257 1.426
5 O 2.373 1.314 -0.999
6 H -0.353 1.592 -1.121
7 Cl 1.975 -1.038 0.780
8 S 1.658 1.076 0.227
9 N -0.973 0.584 0.964
10 O -0.657 -1.501 -1.434

## Properties
Energy above the lowest of the compared OMol25 structures with the same formula, charge and spin   42.1 kcal per mole
HOMO level   -10.388 eV
F_max   5.39 eV Å⁻¹
E_tot   -32082.36448 eV
HOMO-LUMO gap   9.503 eV